Run w
This record from the Open Molecules 2025 dataset describes 2 unconnected molecules or ions with the total composition C3H7NO3S. The level of theory is ωB97M-V/def2-TZVPD.

Values from the calculation:
- LUMO energy (eV) = 0.58
- highest occupied orbital energy (eV) = -8.2277
- gap between HOMO and LUMO (eV) = 8.81

Positions of all 15 atoms, in Å:
C -0.17 1.64 -1.61
C 0.77 -0.83 2.10
C 0.76 -1.68 0.86
N -0.08 -2.67 0.99
O -2.58 2.92 -1.22
O 1.14 1.63 -1.74
O -0.93 1.46 -2.77
S -1.39 2.95 -2.10
H 0.79 -1.43 3.09
H 1.76 -0.41 2.21
H 0.09 -0.01 1.96
H -0.52 0.89 -0.85
H 1.25 1.72 -2.71
H -0.22 -3.20 0.04
H -0.66 -2.98 1.77

Run x
This record from the Open Molecules 2025 dataset describes C3H7NO3S in the gas phase. The level of theory is ωB97M-V/def2-TZVPD.

Values from the calculation:
- LUMO energy (eV) = -1.09
- highest occupied orbital energy (eV) = -9.8314
- gap between HOMO and LUMO (eV) = 8.74

Positions of all 15 atoms, in Å:
C -0.90 0.07 1.29
C -0.20 -0.12 0.09
C 0.90 0.65 -0.50
N -0.27 -1.33 -0.51
O -2.79 -1.30 -0.04
O -2.07 0.61 -1.23
O -3.94 0.90 0.37
S -2.73 0.13 -0.01
H -1.16 -0.71 1.92
H -0.84 1.02 1.66
H 1.47 1.40 0.09
H 0.45 1.35 -1.32
H 1.59 -0.02 -1.05
H -1.17 -1.81 -0.58
H 0.29 -1.54 -1.29

Stability ranking, top and bottom: run x is the most stable and run w is the least stable.

Run w
This record from the Open Molecules 2025 dataset describes a gas-phase ion, C6H8NO (charge +1). The level of theory is ωB97M-V/def2-TZVPD.

Values from the calculation:
- total charge = +1
- LUMO energy (alpha / beta) (eV) = -5.59 / -7.49
- highest occupied orbital energy (alpha / beta) (eV) = -14.1928 / -13.3899
- gap between HOMO and LUMO (alpha / beta) (eV) = 8.60 / 5.90

Positions of all 16 atoms, in Å:
C 2.27 0.87 -0.02
C 1.97 -2.09 0.09
C 1.11 -1.15 -0.26
C -0.47 0.93 -0.24
C 1.01 0.33 -0.12
C -2.63 0.60 0.34
N -1.56 0.18 -0.36
O 3.20 1.53 -0.01
H 1.73 -3.07 -0.14
H 2.95 -1.91 0.62
H 0.05 -1.35 -0.60
H -0.34 1.71 0.52
H -0.26 1.51 -1.22
H -2.51 1.59 0.85
H -3.52 0.60 -0.30
H -3.00 -0.28 0.87

Run x
This record from the Open Molecules 2025 dataset describes a gas-phase ion, C6H8NO (charge +1). The level of theory is ωB97M-V/def2-TZVPD.

Values from the calculation:
- total charge = +1
- LUMO energy (eV) = -5.37
- highest occupied orbital energy (eV) = -14.8218
- gap between HOMO and LUMO (eV) = 9.45
- SMILES string = C#C[N+](=C)C[C@H]1CO1

Positions of all 16 atoms, in Å:
C 0.05 3.10 -0.37
C -0.23 1.93 -0.35
N -0.55 0.65 -0.45
C -1.65 0.26 0.06
C 0.39 -0.37 -1.07
C 0.71 -1.49 -0.07
C 0.82 -1.25 1.45
O -0.35 -1.74 0.83
H 0.42 4.05 -0.09
H -1.97 -0.74 -0.22
H -2.23 1.03 0.58
H -0.08 -0.92 -1.97
H 1.33 -0.03 -1.61
H 1.08 -2.35 -0.50
H 1.45 -1.90 1.96
H 0.81 -0.21 1.83

Stability ranking, top and bottom: run x is the most stable and run w is the least stable.

Run w
This record from the Open Molecules 2025 dataset describes 2 unconnected molecules or ions with the total composition C6H8NO. The level of theory is ωB97M-V/def2-TZVPD.

Values from the calculation:
- total charge = +1
- LUMO energy (alpha / beta) (eV) = -7.11 / -7.11
- highest occupied orbital energy (alpha / beta) (eV) = -12.6431 / -12.6441
- gap between HOMO and LUMO (alpha / beta) (eV) = 5.53 / 5.54

Positions of all 16 atoms, in Å:
C -3.23 1.14 -0.76
C -2.81 0.15 -0.20
C -1.79 -1.99 0.54
C 2.59 0.02 -0.31
C 1.16 0.34 -0.38
C 0.49 0.86 0.76
N -1.98 -0.72 0.36
O 1.63 -0.93 -0.36
H -3.72 1.89 -1.18
H -1.20 -2.34 1.34
H -2.31 -2.72 0.05
H 3.03 0.41 -1.27
H 3.31 0.00 0.51
H 0.84 0.69 -1.44
H -0.17 1.61 0.59
H 0.48 0.34 1.72

Run x
This record from the Open Molecules 2025 dataset describes a gas-phase ion, C6H8NO (charge +1). The level of theory is ωB97M-V/def2-TZVPD.

Values from the calculation:
- total charge = +1
- LUMO energy (eV) = -4.93
- highest occupied orbital energy (eV) = -13.4312
- gap between HOMO and LUMO (eV) = 8.51
- SMILES string = C=[N+]=C/C=C\C=C\O

Positions of all 16 atoms, in Å:
C -1.46 -1.59 -0.33
N -0.55 -0.81 0.13
C -0.13 -0.68 1.40
C 0.60 0.35 1.85
C 1.23 1.26 0.86
C 0.97 1.18 -0.42
C -0.25 0.67 -1.15
O -0.34 0.16 -2.34
H -1.79 -1.54 -1.44
H -2.06 -2.26 0.27
H -0.34 -1.46 2.15
H 1.01 0.24 2.85
H 2.02 1.96 1.09
H 1.79 1.56 -1.13
H -1.11 1.19 -0.87
H 0.41 -0.23 -2.91

Stability ranking, top and bottom: run x is the most stable and run w is the least stable.